The following is a DFT calculation (ωB97M-V/def2-TZVPD) of 8 unconnected molecules or ions with the total composition C37H74F15N3O12 in a non-equilibrium geometry.

Cartesian coordinates (Å):
C 1.653 6.549 2.526
C 2.559 6.147 1.391
C 3.942 5.960 2.029
O 4.461 7.144 2.593
C 5.717 6.926 3.300
N 2.023 4.847 0.827
H 2.796 4.310 0.344
H 1.733 4.194 1.566
H 0.895 4.822 -0.354
H 1.712 5.722 3.223
H 0.617 6.710 2.214
H 2.013 7.479 3.016
H 2.663 6.830 0.500
H 4.648 5.503 1.234
H 3.879 5.198 2.843
H 5.696 6.167 4.067
H 5.886 7.890 3.777
H 6.531 6.713 2.641
C -0.846 -7.183 -2.833
C -0.471 -5.735 -2.570
C -1.697 -4.806 -2.850
O -1.306 -3.552 -2.419
C -2.143 -2.468 -2.807
N 0.050 -5.613 -1.204
H -0.697 -5.932 -0.498
H 1.370 -6.505 -1.020
H 0.145 -4.634 -1.084
H -1.622 -7.344 -3.549
H -1.200 -7.499 -1.881
H -0.012 -7.750 -3.226
H 0.329 -5.377 -3.260
H -2.542 -5.264 -2.308
H -1.971 -4.732 -3.890
H -1.482 -1.592 -2.741
H -2.967 -2.364 -2.122
H -2.398 -2.527 -3.852
C 0.325 -2.619 1.748
C 0.665 -1.418 0.871
C -0.076 -0.208 1.435
N -0.374 0.905 0.510
C -1.390 0.493 -0.609
C -2.800 0.231 -0.062
C -3.285 1.483 0.735
C -2.254 1.912 1.847
C -0.875 2.127 1.312
C 0.846 1.418 -0.163
H -0.751 -2.789 1.886
H 0.775 -2.420 2.724
H 0.670 -3.497 1.268
H 0.436 -1.676 -0.172
H 1.745 -1.373 0.862
H 0.441 0.280 2.275
H -1.038 -0.532 1.872
H -0.971 -0.445 -1.008
H -1.352 1.250 -1.374
H -2.791 -0.661 0.608
H -3.501 -0.107 -0.900
H -4.224 1.291 1.299
H -3.486 2.373 0.094
H -2.348 1.156 2.655
H -2.562 2.853 2.249
H -0.161 2.374 2.128
H -0.931 2.874 0.516
H 1.423 0.616 -0.577
H 1.435 1.763 0.678
H 0.567 2.161 -0.893
C -0.481 1.503 -4.981
O -1.583 0.604 -4.422
O -0.791 2.619 -5.521
C 0.501 1.676 -3.787
F 1.751 1.985 -4.186
F 0.093 2.703 -3.009
F 0.719 0.588 -3.017
C -2.874 1.099 -4.473
C -3.364 2.054 -3.291
H -3.070 3.101 -3.338
H -4.486 2.026 -3.232
H -3.169 1.617 -2.322
H -3.475 0.221 -4.483
H -2.950 1.828 -5.366
H 0.051 0.586 -5.660
C 3.296 -6.203 -0.651
O 4.008 -5.239 -1.473
O 2.299 -6.866 -1.251
C 4.444 -7.244 -0.443
F 5.693 -6.811 -0.305
F 4.211 -8.060 0.658
F 4.392 -8.232 -1.423
C 3.064 -4.164 -1.873
C 3.740 -2.908 -2.384
H 4.220 -3.008 -3.356
H 2.890 -2.226 -2.450
H 4.385 -2.407 -1.579
H 2.559 -3.860 -0.980
H 2.358 -4.562 -2.601
H 2.973 -5.672 0.265
C 0.410 6.180 -1.706
O -0.698 6.886 -2.189
O 0.099 4.954 -1.004
C 1.322 5.862 -2.917
F 2.453 5.165 -2.632
F 0.600 5.242 -3.866
F 1.820 6.945 -3.466
C -1.976 6.448 -1.736
C -2.570 5.554 -2.845
H -2.224 4.509 -2.640
H -3.632 5.675 -2.809
H -2.261 5.879 -3.791
H -2.527 7.364 -1.548
H -1.900 5.992 -0.732
H 1.022 6.794 -1.030
C 2.135 2.180 4.020
O 1.428 0.828 4.320
O 1.999 2.463 2.773
C 1.384 3.166 5.038
F 0.084 3.509 4.753
F 1.274 2.764 6.338
F 2.079 4.403 5.107
C 1.891 0.110 5.460
C 0.746 -0.245 6.437
H -0.145 -0.810 6.093
H 1.133 -0.904 7.231
H 0.348 0.644 6.904
H 2.660 0.725 6.064
H 2.436 -0.842 5.229
H 3.082 1.983 4.522
C -3.105 -6.499 1.198
O -4.117 -5.553 1.533
O -2.011 -6.052 0.616
C -2.786 -7.416 2.454
F -3.758 -7.585 3.323
F -2.527 -8.649 2.030
F -1.669 -7.122 3.164
C -4.255 -4.679 0.512
C -5.412 -3.727 0.690
H -5.238 -3.065 -0.167
H -6.400 -4.262 0.615
H -5.442 -3.142 1.624
H -4.287 -5.195 -0.430
H -3.279 -4.120 0.459
H -3.719 -7.155 0.493

The calculation puts the HOMO energy at -0.1190 Eh. For the total energy, the calculation gives -109369.9527 eV. Its relative energy (zero: lowest compared OMol25 entry of this formula, charge and spin) is 29.74 kJ/mol. The total charge is -2. The value obtained for the LUMO energy is 3.55 eV. For the frontier orbital gap, the calculation gives 6.79 eV.

The following is a DFT calculation (ωB97M-V/def2-TZVPD) of 11 unconnected molecules or ions with the total composition C66H55N11O22 in a non-equilibrium geometry.

Cartesian coordinates (Å):
O -23.640 5.977 2.797
N -24.047 5.319 1.883
O -23.719 5.517 0.718
C -24.914 4.210 2.266
C -24.684 3.688 3.580
C -25.338 2.490 3.899
C -26.322 2.018 3.018
C -26.485 2.516 1.748
C -25.719 3.559 1.314
H -24.075 4.314 4.238
H -25.342 2.088 4.894
H -26.867 1.167 3.345
H -27.187 1.943 1.164
H -25.797 3.856 0.300
O -27.834 9.486 3.290
N -28.519 8.501 3.160
O -29.550 8.319 3.786
C -28.127 7.617 2.070
C -26.951 7.926 1.348
C -26.734 7.166 0.217
C -27.687 6.270 -0.250
C -28.842 6.026 0.465
C -29.028 6.662 1.703
H -26.292 8.644 1.695
H -25.802 7.371 -0.367
H -27.403 5.948 -1.248
H -29.556 5.365 0.093
H -29.979 6.443 2.185
O -30.059 13.398 -1.846
N -29.319 12.412 -1.808
O -28.323 12.241 -1.136
C -29.856 11.159 -2.533
C -29.218 9.927 -2.475
C -29.740 8.867 -3.157
C -30.974 8.922 -3.831
C -31.560 10.213 -3.914
C -31.003 11.347 -3.236
H -28.285 9.715 -1.914
H -29.194 7.970 -3.225
H -31.234 8.082 -4.451
H -32.367 10.269 -4.614
H -31.486 12.336 -3.213
O -30.206 3.905 4.035
N -30.315 4.918 4.757
O -31.390 5.329 5.138
C -29.148 5.671 5.155
C -29.265 6.632 6.211
C -28.133 7.358 6.555
C -26.886 7.124 5.982
C -26.832 6.178 4.998
C -27.948 5.404 4.569
H -30.207 6.836 6.733
H -28.244 8.156 7.266
H -26.057 7.734 6.102
H -25.940 6.145 4.347
H -27.800 4.601 3.836
O -32.682 5.473 -6.206
N -32.614 4.421 -5.612
O -33.281 3.448 -5.941
C -31.746 4.253 -4.382
C -30.629 4.959 -4.274
C -29.840 4.744 -3.100
C -30.182 3.744 -2.160
C -31.413 3.060 -2.270
C -32.190 3.323 -3.484
H -30.321 5.622 -5.071
H -28.872 5.256 -3.098
H -29.460 3.647 -1.286
H -31.806 2.267 -1.695
H -33.136 2.792 -3.672
O -33.302 4.749 -9.883
N -32.706 5.661 -9.380
O -33.151 6.807 -9.303
C -31.391 5.489 -8.690
C -30.713 6.590 -8.204
C -29.469 6.403 -7.579
C -29.045 5.078 -7.397
C -29.780 4.021 -7.902
C -30.907 4.213 -8.643
H -31.003 7.580 -8.477
H -28.820 7.227 -7.151
H -28.097 4.819 -6.986
H -29.399 3.018 -7.657
H -31.393 3.345 -9.126
O -32.366 7.341 0.158
N -32.837 6.306 -0.257
O -32.970 5.315 0.403
C -33.559 6.355 -1.602
C -33.270 7.364 -2.479
C -33.826 7.323 -3.740
C -34.679 6.288 -4.142
C -35.006 5.253 -3.236
C -34.428 5.267 -1.924
H -32.646 8.209 -2.108
H -33.746 8.145 -4.477
H -35.122 6.219 -5.144
H -35.817 4.519 -3.327
H -34.664 4.559 -1.222
O -28.715 -0.286 1.759
N -29.785 -0.798 1.597
O -30.018 -1.985 1.738
C -30.907 0.072 1.340
C -32.134 -0.493 1.053
C -33.212 0.372 0.851
C -33.037 1.763 0.914
C -31.731 2.249 1.140
C -30.647 1.440 1.403
H -32.146 -1.571 0.926
H -34.210 -0.047 0.742
H -33.894 2.442 0.725
H -31.693 3.355 1.331
H -29.718 1.863 1.570
O -32.836 -2.067 -1.629
N -32.252 -1.449 -2.529
O -31.049 -1.472 -2.702
C -33.128 -0.730 -3.448
C -32.833 -0.469 -4.786
C -33.797 0.109 -5.603
C -35.068 0.473 -5.054
C -35.343 0.206 -3.673
C -34.322 -0.357 -2.903
H -31.945 -0.762 -5.268
H -33.613 0.382 -6.637
H -35.822 0.912 -5.683
H -36.239 0.467 -3.220
H -34.527 -0.589 -1.854
O -28.811 1.697 -5.125
N -27.917 2.266 -4.500
O -27.402 3.343 -4.730
C -27.447 1.636 -3.214
C -26.164 1.878 -2.817
C -25.676 1.209 -1.747
C -26.469 0.232 -1.080
C -27.723 -0.122 -1.547
C -28.197 0.577 -2.700
H -25.578 2.543 -3.409
H -24.615 1.273 -1.389
H -26.035 -0.392 -0.263
H -28.240 -0.848 -0.994
H -29.247 0.326 -3.012
O -26.892 6.235 -5.625
N -26.436 6.488 -4.551
O -26.966 7.134 -3.666
C -25.115 5.930 -4.190
C -24.567 6.287 -2.979
C -23.326 5.825 -2.634
C -22.741 4.921 -3.474
C -23.387 4.386 -4.580
C -24.559 4.920 -4.971
H -25.076 7.032 -2.397
H -22.775 6.141 -1.734
H -21.724 4.544 -3.210
H -22.807 3.673 -5.177
H -25.099 4.653 -5.870

The calculation puts the HOMO energy at -0.3559 Eh. For the total energy, the calculation gives -130737.6474 eV. The structure (SMILES) is O=[N+]([O-])c1ccccc1.O=[N+]([O-])c1ccccc1.O=[N+]([O-])c1ccccc1.O=[N+]([O-])c1ccccc1.O=[N+]([O-])c1ccccc1.O=[N+]([O-])c1ccccc1.O=[N+]([O-])c1ccccc1.O=[N+]([O-])c1ccccc1.O=[N+]([O-])c1ccccc1.O=[N+]([O-])c1ccccc1.O=[N+]([O-])c1ccccc1. Its relative energy (zero: lowest compared OMol25 entry of this formula, charge and spin) is 256.85 kJ/mol. The value obtained for the LUMO energy is -0.97 eV. For the frontier orbital gap, the calculation gives 8.72 eV.

The following is a DFT calculation (ωB97M-V/def2-TZVPD) of a gas-phase ion, C2H9N2 (charge +1) in a non-equilibrium geometry.

Cartesian coordinates (Å):
N -1.962 0.110 0.196
C -0.751 -0.263 -0.510
C 0.380 -0.320 0.552
N 1.721 0.234 0.039
H -2.780 -0.230 -0.297
H -2.030 1.115 0.270
H -0.788 -1.263 -0.930
H -0.481 0.468 -1.278
H 0.114 0.327 1.382
H 0.594 -1.289 0.991
H 2.361 0.532 0.780
H 1.528 1.041 -0.575
H 2.094 -0.462 -0.621

The calculation puts the HOMO energy at -0.5074 Eh. For the total energy, the calculation gives -5193.1659 eV. The structure (SMILES) is NCC[NH3+]. Its relative energy (zero: lowest compared OMol25 entry of this formula, charge and spin) is 76.03 kJ/mol. The total charge is +1. The value obtained for the LUMO energy is -3.91 eV. For the frontier orbital gap, the calculation gives 9.89 eV.